Entry 1:
DFT (wB97M-V/def2-TZVPD) results for a 2-piece molecular cluster, C3H9NO2 overall.

Each line ends with the Mulliken charge.
Cartesian coordinates (Å):
O (1.6663, 0.3293, 0.3244)  -0.276
O (-0.2494, -1.6046, 0.7906)  -0.544
N (-2.4519, -0.6636, 0.9498)  -0.560
C (2.1246, 0.9753, -0.7223)  0.251
C (-1.5962, -1.5779, 0.2421)  -0.204
C (1.8008, 2.2536, -1.0813)  -0.377
H (2.6608, 0.3652, -1.4556)  0.365
H (1.7375, 3.1034, -0.4041)  0.346
H (-0.3541, -2.0277, 1.6502)  0.334
H (-1.9995, -2.5850, 0.3326)  0.282
H (-1.4261, -1.2376, -0.7902)  0.229
H (-1.9392, -0.1212, 1.6360)  0.255
H (0.6760, 0.2810, 0.3249)  0.347
H (-2.7554, 0.0785, 0.3231)  0.256
H (2.1057, 2.4315, -2.1202)  0.296

Values from the calculation:
**Calculated total energy**: -8830.9076 eV
**Net charge**: +1
**⟨S²⟩**: 0.757
**Energy above the lowest of the compared OMol25 structures with the same formula, charge and spin**: 60.0 kcal per mole
**Strongest force on any atom**: 2.87 eV Å⁻¹
**E_HOMO (spin up / spin down)**: -0.4789 / -0.4789 hartree
**Spin multiplicity**: 2

Entry 2:
DFT (wB97M-V/def2-TZVPD) results for an isolated ion of composition C3H2NO4S2 and charge -1.

Each line ends with the Mulliken charge.
Cartesian coordinates (Å):
S (-0.0741, -0.4933, -1.8136)  -0.260
S (-1.1784, -0.7780, 0.9169)  0.834
O (-2.1675, 0.1987, 0.5613)  -0.557
O (-1.6202, -2.1454, 1.0675)  -0.624
O (1.3243, 0.6192, 1.5781)  -0.640
O (0.5733, 1.9971, -2.6836)  -0.557
N (1.0679, 1.5370, -0.5003)  -0.645
C (0.6198, 1.3192, -1.7050)  0.624
C (0.9935, 0.5807, 0.4061)  0.353
C (0.3102, -0.7009, -0.1214)  0.035
H (0.8446, -1.7435, 0.1137)  0.301
H (-0.6934, -0.3908, 2.1804)  0.137

Values from the calculation:
**Calculated total energy**: -34495.6220 eV
**Net charge**: -1
**SMILES string**: O=C1N=C([O-])S[C@@H]1[SH](=O)=O
**Energy above the lowest of the compared OMol25 structures with the same formula, charge and spin**: 0.0 kcal per mole
**Strongest force on any atom**: 2.72 eV Å⁻¹
**E_HOMO**: -0.2051 hartree

Entry 3:
DFT (wB97M-V/def2-TZVPD) results for a 12-piece molecular cluster, C14H52O12 overall.

Each line ends with the Mulliken charge.
Cartesian coordinates (Å):
O (3.6438, -1.7330, 1.3943)  -0.487
O (-2.5441, 4.2308, -1.8024)  -0.525
O (-1.2404, 1.4305, -3.1945)  -0.563
O (2.0312, -1.5431, -1.8484)  -0.343
O (-5.8581, 1.4996, 1.4118)  -0.543
O (-2.3761, -1.2666, -4.4150)  -0.635
O (3.5802, 4.3066, -0.1582)  -0.544
O (-3.1861, -3.4414, -2.7520)  -0.690
O (0.1928, 0.2927, 3.4875)  -0.626
O (0.3846, 0.3181, -0.3790)  0.895
O (2.0174, 1.6862, 2.2918)  -0.595
O (-0.9491, -4.2273, 3.4350)  -0.535
C (2.7556, 3.6242, -1.1232)  0.205
C (-0.4659, -0.4678, 0.3348)  0.188
C (-1.0794, 3.6110, 0.0146)  -0.613
C (1.8694, -2.3150, -4.1785)  -1.224
C (-2.4547, 4.1495, -0.4033)  -0.527
C (4.1047, -1.1747, 2.6512)  -0.119
C (-1.3904, -1.3528, -0.5331)  -1.093
C (5.1344, -0.1094, 2.3159)  -0.877
C (2.4569, -1.2643, -3.2110)  -0.272
C (-3.8271, 0.6296, 2.4166)  -0.621
C (-1.2881, -4.3030, 2.0134)  0.041
C (0.0227, -4.3880, 1.2103)  -0.820
C (-4.9288, 1.7069, 2.4517)  -0.393
C (3.4077, 2.2852, -1.4521)  -0.671
H (-0.0943, -4.2791, 0.1321)  0.283
H (3.7489, 5.1834, -0.5109)  0.308
H (-3.3624, 3.6328, -0.0917)  0.214
H (-2.4824, -1.9902, -3.7975)  0.375
H (4.4408, 2.3575, -1.7921)  0.406
H (2.7891, 1.7334, -2.1599)  0.062
H (5.9718, 0.0752, 2.9888)  0.375
H (2.1455, -2.0328, -5.1945)  0.366
H (-6.7657, 1.5209, 1.7239)  0.322
H (-1.8271, -3.3799, 1.7999)  -0.034
H (-0.4802, -0.3357, 3.7494)  0.264
H (2.1107, -0.2843, -3.5392)  0.285
H (-1.1206, 0.1630, 0.9362)  0.074
H (-0.2804, 4.3043, -0.2483)  0.361
H (2.2838, -3.3013, -3.9699)  0.401
H (-0.9648, 3.5946, 1.0985)  0.444
H (2.6379, 4.2449, -2.0114)  0.548
H (4.4925, 0.7588, 2.1666)  0.167
H (3.3348, -0.8201, 3.3365)  0.123
H (0.1869, -1.1339, 0.8988)  0.158
H (2.3126, -2.4547, -1.7418)  0.189
H (-1.9863, -5.0929, 1.7365)  0.346
H (-2.7545, -1.5909, -5.2323)  0.306
H (0.9618, -0.2527, -0.8916)  -0.080
H (4.6343, -1.9652, 3.1829)  0.345
H (-3.0865, 0.8998, 3.1692)  0.308
H (-2.0786, -0.8321, -1.1990)  0.397
H (1.3034, 1.1637, 2.6571)  0.463
H (0.7834, -2.3909, -4.1230)  0.272
H (-3.3483, -4.2008, -2.1923)  0.295
H (-0.7447, -2.0440, -1.0749)  0.286
H (0.4673, 0.7055, 4.3063)  0.235
H (-3.8751, -2.8194, -2.5182)  0.316
H (-4.2040, -0.3471, 2.7202)  0.373
H (0.4696, -5.3360, 1.5098)  0.389
H (-5.5238, 1.7408, 3.3643)  0.430
H (2.8780, -1.2518, 1.0721)  0.209
H (1.6994, 1.9584, 1.4309)  0.238
H (-2.0229, -1.9752, 0.0999)  0.307
H (3.5434, -1.1874, -3.2534)  0.342
H (1.7716, 3.3932, -0.7152)  -0.380
H (-2.2802, 5.1292, -2.0137)  0.321
H (-1.7653, -4.1964, 3.9393)  0.305
H (5.7506, -0.5102, 1.5111)  0.260
H (-4.3732, 2.6396, 2.3540)  0.158
H (3.5258, 1.6963, -0.5425)  0.028
H (-3.2190, 0.7047, 1.5151)  -0.044
H (-1.6723, 0.6510, -3.5438)  0.397
H (0.6754, -3.5920, 1.5688)  0.114
H (-0.7824, 2.6750, -0.4586)  -0.150
H (-2.4559, 5.1066, 0.1183)  0.397
H (-1.3819, 1.3800, -2.2492)  0.110

Values from the calculation:
**Calculated total energy**: -39918.9709 eV
**Net charge**: +1
**⟨S²⟩**: 0.755
**Strongest force on any atom**: 2.47 eV Å⁻¹
**E_HOMO (spin up / spin down)**: -0.4549 / -0.4535 hartree
**Spin multiplicity**: 2